(1)
Density functional theory data (ωB97M-V/def2-TZVPD) for a cluster of 2 separate species, C3H11NS in total.

Calculated values
DFT total energy: -573.819372 Eh
HOMO energy: -8.59 eV
2S+1: 1
LUMO level: 1.0 eV
charge: 0
SMILES string: CCS.CN
ΔE to the lowest compared entry with this formula, charge and spin: 7.62 kcal per mole

Last columns: bonded neighbours and bond lengths (Å).
Element x y z (Å)
1 C 1.7560 0.9766 -0.0457  C2 1.524, H4 1.092, H5 1.087, H6 1.088
2 C 1.4885 1.2390 1.4312  C1 1.524, S3 1.812, H7 1.087, H8 1.089
3 S 0.0196 0.3922 2.0711  C2 1.812, H9 1.343
4 H 0.8663 1.2341 -0.6233  C1 1.092
5 H 1.9804 -0.0737 -0.2134  C1 1.087
6 H 2.5661 1.6187 -0.3851  C1 1.088
7 H 1.4294 2.3036 1.6434  C2 1.087
8 H 2.3197 0.8570 2.0218  C2 1.089
9 H -0.7620 0.3280 0.9811  S3 1.343
10 C -1.1682 -1.3371 -1.2680  N11 1.466, H12 1.091, H13 1.090, H14 1.086
11 N -2.2237 -0.9947 -0.3096  C10 1.466, H15 1.014, H16 1.013
12 H -1.4588 -2.0772 -2.0156  C10 1.091
13 H -0.8852 -0.4320 -1.8046  C10 1.090
14 H -0.2994 -1.7097 -0.7337  C10 1.086
15 H -2.6658 -1.8437 0.0259  N11 1.014
16 H -2.9629 -0.4810 -0.7754  N11 1.013


(2)
Density functional theory data (ωB97M-V/def2-TZVPD) for a cluster of 2 separate species, C3H11NS2 in total.

Calculated values
DFT total energy: -971.955917 Eh
HOMO energy: -9.00 eV
2S+1: 1
LUMO level: 0.6 eV
charge: 0
SMILES string: CNC.CSS
ΔE to the lowest compared entry with this formula, charge and spin: 39.04 kcal per mole

Last columns: bonded neighbours and bond lengths (Å).
Element x y z (Å)
1 C 3.0801 0.7530 -0.3172  N2 1.590, H4 1.064, H5 1.127, H6 1.115
2 N 2.3979 0.0844 0.9544  C1 1.590, C3 1.535, H7 0.957
3 C 2.4642 -1.4215 0.6672  N2 1.535, H8 1.048, H9 1.083, H10 1.063
4 H 4.0292 0.2746 -0.3710  C1 1.064
5 H 2.5404 0.6599 -1.3026  C1 1.127
6 H 3.1762 1.8413 -0.0928  C1 1.115
7 H 1.5198 0.4309 1.1125  N2 0.957
8 H 1.9694 -1.6572 -0.2261  C3 1.048
9 H 2.0477 -1.7717 1.6032  C3 1.083
10 H 3.4662 -1.7481 0.5267  C3 1.063
11 C -1.5431 -0.9571 1.3463  S12 1.868, H14 1.087, H15 1.145, H16 1.163
12 S -2.2786 0.2385 0.1141  C11 1.868, S13 1.981
13 S -1.1472 0.5727 -1.4772  S12 1.981, H17 1.352
14 H -0.7933 -1.6100 0.9068  C11 1.087
15 H -2.4064 -1.4976 1.8689  C11 1.145
16 H -0.9316 -0.5369 2.2425  C11 1.163
17 H -0.5966 1.7973 -1.3176  S13 1.352